No. 1
Below is 4 unconnected molecules or ions with the total composition C27H62F3N6O2 in a non-equilibrium geometry, with properties calculated with ωB97M-V with the def2-TZVPD basis set.

LUMO ... -5.58 eV
Charge ... +1
Frontier orbital gap ... 3.77 eV
2S+1 ... 1

Positions of all 100 atoms, in Å:
N (0.23008, -2.11371, 2.56463)
C (0.04215, -0.84520, 2.06394)
N (-1.19319, -0.13819, 1.53625)
C (-0.62381, 0.67627, 0.35734)
C (-1.44412, 0.35197, -1.02938)
C (-0.59981, -0.61317, -2.08825)
C (-0.65326, -2.16576, -1.51657)
C (0.82618, -2.87811, -1.39803)
O (1.75255, -2.50806, -2.50369)
C (1.02986, 0.48079, 0.37019)
C (1.80861, 1.85097, -0.16358)
O (1.63599, 2.86127, 0.89163)
C (2.91054, 3.47612, 1.29464)
F (2.61214, 4.26722, 2.54510)
F (3.97830, 2.51957, 1.66812)
F (3.32149, 4.48873, 0.27446)
N (1.16914, 0.17321, 1.87317)
H (-0.17546, -2.97495, 2.10123)
H (0.84878, -2.30015, 3.40443)
H (-1.45722, 0.51776, 2.31426)
H (-1.00318, 1.75167, 0.63104)
H (-2.48984, -0.16315, -0.77598)
H (-1.71066, 1.33435, -1.62266)
H (-1.19621, -0.63532, -3.11638)
H (0.48433, -0.22843, -2.30780)
H (-1.32394, -2.81025, -2.24684)
H (-1.14343, -2.14795, -0.43388)
H (0.71717, -4.06022, -1.39887)
H (1.32869, -2.61815, -0.34704)
H (2.67082, -2.89820, -2.32224)
H (1.48113, -0.44399, -0.19166)
H (1.20359, 2.23166, -1.10775)
H (2.91482, 1.66177, -0.49662)
H (0.82731, 0.96556, 2.49641)
C (-3.75335, -5.06957, 0.82407)
C (-2.85563, -6.30197, 0.86771)
N (-1.70711, -6.17822, 1.76981)
C (-0.72730, -7.25772, 1.60662)
C (-1.17228, -8.67461, 1.96043)
C (-2.00905, -5.81969, 3.15881)
C (-2.92900, -6.74860, 3.94339)
H (-3.18664, -4.17613, 0.54230)
H (-4.54386, -5.21337, 0.07977)
H (-4.24437, -4.88459, 1.78384)
H (-2.48715, -6.46302, -0.15242)
H (-3.47052, -7.17325, 1.11647)
H (0.17615, -7.02005, 2.18330)
H (-0.39635, -7.25993, 0.56083)
H (-1.21182, -8.82852, 3.03938)
H (-0.44919, -9.39466, 1.56456)
H (-2.14711, -8.92695, 1.53294)
H (-2.44996, -4.81706, 3.16629)
H (-1.07071, -5.70021, 3.71619)
H (-3.79023, -7.08269, 3.35899)
H (-3.31796, -6.22223, 4.82281)
H (-2.39489, -7.62643, 4.31248)
C (-1.37626, -0.07513, -6.16984)
C (-2.64840, -0.88712, -5.94859)
N (-3.88215, -0.09723, -5.99471)
C (-5.05926, -0.83951, -5.53057)
C (-5.50320, -2.04592, -6.35413)
C (-4.09267, 0.70690, -7.20223)
C (-4.13550, -0.02517, -8.53901)
H (-1.29371, 0.73851, -5.44184)
H (-0.49950, -0.72075, -6.05144)
H (-1.32981, 0.34978, -7.17669)
H (-2.56224, -1.34918, -4.95791)
H (-2.66903, -1.70810, -6.67293)
H (-5.90867, -0.15099, -5.43198)
H (-4.86130, -1.18410, -4.50818)
H (-6.01288, -1.74485, -7.27009)
H (-6.21716, -2.64082, -5.77585)
H (-4.66992, -2.70482, -6.61530)
H (-3.30209, 1.46330, -7.25289)
H (-5.01391, 1.29404, -7.09261)
H (-3.35892, -0.78936, -8.62723)
H (-3.98020, 0.69106, -9.35427)
H (-5.10721, -0.49235, -8.71108)
C (5.53559, 5.93188, 2.48302)
C (5.00478, 6.13893, 3.89794)
N (5.88092, 6.93919, 4.75826)
C (5.48365, 6.91162, 6.17013)
C (4.13772, 7.53172, 6.53716)
C (6.26216, 8.25920, 4.24709)
C (5.14200, 9.24452, 3.93227)
H (6.52682, 5.46701, 2.49560)
H (4.86223, 5.26998, 1.92801)
H (5.59622, 6.87089, 1.92530)
H (4.88771, 5.14335, 4.34232)
H (4.00025, 6.57022, 3.83440)
H (6.26523, 7.38597, 6.77791)
H (5.47324, 5.86522, 6.49900)
H (4.18077, 8.62146, 6.53608)
H (3.85899, 7.22724, 7.55089)
H (3.33233, 7.21063, 5.87010)
H (6.85634, 8.11662, 3.33806)
H (6.96129, 8.73321, 4.94848)
H (4.30194, 8.77701, 3.41207)
H (5.52504, 10.03924, 3.28154)
H (4.76755, 9.73025, 4.83557)

=====

No. 2
Below is a single C3H3N3O2 molecule in a non-equilibrium geometry, with properties calculated with ωB97M-V with the def2-TZVPD basis set.

LUMO ... -0.03 eV
SMILES ... Nc1nncc(=O)o1
Frontier orbital gap ... 9.67 eV
2S+1 ... 1
ΔE to the lowest compared entry with this formula, charge and spin ... 60.8 kcal per mole

Positions of all 11 atoms, in Å:
C (-0.89275, -0.02731, -0.11169)
C (1.53068, 1.02569, 0.14900)
C (1.44361, -0.40946, -0.01762)
H (-2.93836, -0.31966, -0.13142)
H (-1.87573, -1.83869, 0.30044)
H (2.56783, 1.42877, 0.26933)
N (-2.04007, -0.74164, 0.09887)
N (-0.79806, 1.23887, -0.25731)
N (0.49575, 1.73842, -0.03592)
O (2.36236, -1.18076, -0.14781)
O (0.14474, -0.91420, -0.11587)